The following is a quantum chemistry calculation of C6H13NO as an isolated structure at a distorted geometry, from the OMol25 dataset.

The geometry in XYZ format:
```
21
Properties=species:S:1:pos:R:3:nbo_charge:R:1
C 0.57524 2.17055 -1.02975 0.091
C -0.41152 -1.40119 -0.64477 -0.124
C 1.58454 2.09787 0.05779 -0.677
C -0.76022 2.44503 -0.83199 -0.665
C -0.45981 -3.18961 1.18809 -0.673
C -0.41504 -1.72873 0.84495 0.286
O -0.29275 -0.04274 -0.93235 -0.812
N -0.34456 -0.85884 1.75966 -0.635
H 0.92918 1.96210 -2.03118 0.207
H -0.30597 0.07843 1.34983 0.334
H 0.44028 -1.92227 -1.10706 0.187
H -1.31285 -1.84101 -1.10149 0.172
H 2.30005 2.91747 -0.06814 0.234
H 1.12734 2.19024 1.04166 0.220
H 2.13998 1.16201 0.01333 0.243
H -1.34177 2.80441 -1.67224 0.231
H -0.98675 0.93299 -0.73996 0.490
H -1.05526 2.90660 0.10391 0.220
H -1.36645 -3.64932 0.78810 0.219
H 0.38975 -3.71358 0.74423 0.218
H -0.43339 -3.32040 2.26736 0.236
```

Results
2S+1: 1
Electronic energy in eV: -9967.5930
Total charge: 0
Frontier orbital gap in eV: 9.963
LUMO level in hartree: 0.0229

The following is a quantum chemistry calculation of C18H42AsCuF6N6O6 as an isolated structure at a distorted geometry, from the OMol25 dataset.

The geometry in XYZ format:
```
80
Properties=species:S:1:pos:R:3:lowdin_charge:R:1
Cu -0.51999 0.11478 0.06732 0.811
As -0.89884 -5.00936 -0.97477 0.865
F -1.00588 -3.30445 -0.46968 -0.308
F -2.67507 -5.10138 -1.16061 -0.291
F -0.77054 -6.76431 -1.47110 -0.310
F 0.85147 -4.96664 -0.64244 -0.323
F -1.13632 -5.56827 0.69762 -0.290
F -0.67682 -4.49662 -2.67261 -0.311
C 3.82614 -1.57941 4.12095 -0.006
C 3.21961 -2.07485 2.85188 -0.561
O 2.32128 -1.44526 2.24985 -0.012
N 3.74079 -3.16284 2.30176 0.017
C 5.05511 -3.78640 2.57797 -0.061
H 3.60000 -0.55689 4.42328 0.088
H 4.91429 -1.58919 4.18351 0.072
H 3.57582 -2.29326 4.90571 0.096
H 3.21919 -3.44652 1.48472 0.136
H 4.91372 -4.36569 3.49040 0.088
H 5.88214 -3.07901 2.63900 0.079
H 5.36389 -4.53374 1.84706 0.080
C -4.30816 -1.24590 -3.98274 -0.001
C -3.00291 -0.58597 -3.96765 -0.568
O -2.43031 -0.21716 -2.92351 -0.002
N -2.51798 -0.38810 -5.19854 0.010
C -1.25549 0.27652 -5.60245 -0.047
H -4.17177 -2.17662 -3.43204 0.101
H -4.62194 -1.56459 -4.97676 0.083
H -5.07123 -0.68587 -3.44220 0.097
H -3.11893 -0.65391 -5.96556 0.127
H -0.88373 0.97035 -4.84845 0.075
H -1.43738 0.70005 -6.59019 0.081
H -0.49540 -0.48405 -5.78106 0.071
C 4.38807 -0.65854 -1.80847 0.048
C 3.24342 -1.38915 -2.34637 -0.390
O 2.04135 -0.99107 -2.21281 0.290
N 3.40129 -2.51931 -3.03760 0.152
C 4.59585 -3.39102 -3.00626 0.029
H 5.21747 -0.65974 -2.51572 0.117
H 4.67917 -1.00206 -0.81584 0.121
H 4.04387 0.35522 -1.60372 0.110
H 2.61637 -2.87984 -3.56108 0.184
H 5.01254 -3.24687 -4.00311 0.118
H 4.30760 -4.43907 -2.92507 0.117
H 5.31751 -3.13344 -2.23103 0.104
C -4.94685 3.23731 0.22453 0.004
C -3.55913 3.57046 0.70744 -0.536
O -2.63228 2.71015 0.56050 -0.038
N -3.30434 4.75816 1.23836 0.006
C -2.06945 5.16189 1.93397 -0.041
H -5.56238 3.11612 1.11588 0.088
H -4.83685 2.31300 -0.34262 0.087
H -5.35734 4.06058 -0.36011 0.083
H -4.07196 5.41354 1.20190 0.140
H -1.52952 5.82881 1.26182 0.083
H -1.46070 4.32200 2.26883 0.081
H -2.40797 5.64359 2.85129 0.082
C -4.51907 -1.69953 3.48281 0.005
C -3.36659 -0.70422 3.70047 -0.546
O -2.44913 -0.66718 2.86919 0.006
N -3.39267 0.04112 4.81081 0.013
C -2.27947 0.95936 5.13686 -0.057
H -4.21064 -2.46228 2.76785 0.087
H -5.32083 -1.15748 2.98135 0.077
H -4.95939 -2.07604 4.40610 0.075
H -4.15328 -0.08152 5.46391 0.136
H -1.40606 0.37653 5.42936 0.085
H -2.50675 1.68789 5.91512 0.079
H -2.02105 1.57271 4.27367 0.072
C 3.01641 4.39360 0.93403 -0.004
C 1.97897 3.89781 0.01391 -0.574
O 1.43424 2.81758 0.16287 0.021
N 1.77775 4.61310 -1.11731 0.003
C 0.94187 4.18961 -2.25890 -0.044
H 3.63297 3.60327 1.36221 0.090
H 2.74400 4.87597 1.87277 0.092
H 3.65977 5.10771 0.42000 0.080
H 2.37972 5.41223 -1.25559 0.130
H 0.69402 5.00132 -2.94284 0.085
H 0.05447 3.62232 -1.97821 0.083
H 1.66026 3.55997 -2.78384 0.078
```

Results
Expectation value of S²: 0.772
2S+1: 2
Electronic energy in eV: -162349.4498
Total charge: +1
Frontier orbital gap (spin up / spin down) in eV: 7.406 / 2.874
LUMO level (spin up / spin down) in hartree: -0.1366 / -0.3032

The following is a quantum chemistry calculation of C55H68CaGeSb2Si4Te as an isolated structure, from the OMol25 dataset.

The geometry in XYZ format:
```
132
Properties=species:S:1:pos:R:3:lowdin_charge:R:1
Ca 0.06101 -0.23094 -0.84395 0.651
C 0.66121 -2.12706 1.83206 -0.421
C 1.71343 -1.01997 1.84461 -0.412
C 3.08099 -1.46156 1.31961 -0.361
Sb 2.90593 -1.99557 -0.76210 1.445
C 4.97857 -2.00685 -1.27407 -0.387
C 5.58589 -3.09141 -1.90306 -0.140
C 6.92542 -3.03958 -2.26856 -0.105
C 7.67431 -1.89976 -2.01243 -0.113
C 7.07608 -0.80913 -1.39602 -0.099
C 5.73711 -0.86209 -1.03330 -0.135
C 2.56590 -4.08958 -0.51932 -0.397
C 3.50179 -4.93786 0.07016 -0.147
C 3.19185 -6.26834 0.31761 -0.107
C 1.93470 -6.75877 -0.01445 -0.105
C 0.99393 -5.91750 -0.58991 -0.081
C 1.30715 -4.58833 -0.84755 -0.139
Sb -1.43853 -1.49436 1.82565 1.225
C -0.82926 -1.43483 4.46497 -0.243
C -0.25498 -0.19686 4.78358 -0.211
C 0.20755 0.14794 6.05203 -0.149
C 0.09919 -0.76447 7.09544 -0.164
C -0.47849 -2.00334 6.83834 -0.154
C -0.92612 -2.31618 5.55496 -0.168
C -2.35318 -3.36708 2.40758 -0.370
C -3.73815 -3.48436 2.30445 -0.160
C -4.39675 -4.66029 2.64242 -0.121
C -3.67210 -5.76067 3.08268 -0.132
C -2.29021 -5.66341 3.18663 -0.118
C -1.64383 -4.47658 2.86041 -0.138
H 0.83759 -2.78419 2.68571 0.047
H 0.71777 -2.72434 0.91858 -0.016
H 1.80945 -0.62878 2.86193 0.096
H 1.41378 -0.12139 1.27024 0.027
H 3.45945 -2.32763 1.86746 0.061
H 3.81743 -0.65588 1.38748 0.045
H 5.01288 -3.98847 -2.10699 0.089
H 7.38280 -3.89288 -2.75561 0.094
H 8.71864 -1.85851 -2.29785 0.091
H 7.64912 0.08944 -1.20156 0.097
H 5.27839 0.00712 -0.57228 0.080
H 4.47925 -4.55935 0.35214 0.093
H 3.92349 -6.91634 0.78649 0.091
H 1.68285 -7.79125 0.19785 0.092
H -0.00259 -6.27790 -0.81380 0.104
H 0.52839 -3.92752 -1.22582 0.068
H -0.16933 0.55899 3.99624 0.047
H 0.64911 1.12640 6.23048 0.076
H 0.45261 -0.51319 8.09053 0.072
H -0.57776 -2.72865 7.64366 0.074
H -1.37243 -3.30101 5.40749 0.062
H -4.32149 -2.64749 1.93005 0.083
H -5.47659 -4.71858 2.55205 0.089
H -4.17805 -6.68471 3.34016 0.081
H -1.71008 -6.51458 3.52883 0.087
H -0.56573 -4.42212 2.96561 0.085
C -1.43864 -1.91123 -0.33148 -0.759
Ge -2.76308 -1.38808 -1.49842 0.629
C -3.76616 0.36730 -1.36042 -0.266
C -3.67694 1.45046 -2.23679 -0.131
C -4.32770 2.65649 -1.98672 -0.124
C -5.09439 2.81019 -0.84133 -0.124
C -5.21215 1.74217 0.04206 -0.109
C -4.55976 0.54655 -0.22101 -0.122
C -4.30380 -2.61945 -1.82703 -0.276
C -5.35588 -2.31924 -2.69261 -0.118
C -6.39363 -3.21847 -2.90454 -0.121
C -6.39740 -4.44061 -2.24006 -0.130
C -5.35870 -4.75425 -1.37324 -0.107
C -4.31945 -3.85018 -1.17739 -0.117
C -1.87619 -1.26429 -3.30888 -0.264
C -1.85698 -2.37551 -4.15822 -0.106
C -1.01388 -2.44148 -5.25832 -0.105
C -0.14500 -1.39372 -5.54740 -0.116
C -0.14596 -0.27253 -4.73186 -0.103
C -1.01021 -0.21583 -3.64165 -0.199
H -3.09995 1.36478 -3.15107 0.077
H -4.22739 3.47627 -2.69063 0.088
H -5.59562 3.74916 -0.63618 0.087
H -5.80472 1.84552 0.94445 0.093
H -4.65517 -0.26862 0.49134 0.087
H -5.36747 -1.36009 -3.20406 0.096
H -7.20222 -2.96780 -3.58363 0.085
H -7.20952 -5.14248 -2.39676 0.083
H -5.35512 -5.70290 -0.84683 0.091
H -3.49791 -4.09212 -0.50910 0.080
H -2.50645 -3.21684 -3.93679 0.094
H -1.02087 -3.32491 -5.88783 0.091
H 0.52511 -1.45380 -6.39668 0.088
H 0.51954 0.55905 -4.93400 0.096
H -0.99928 0.70980 -3.06054 0.058
C 0.42285 7.28351 -1.74230 -0.222
Si 0.58158 5.45268 -2.19220 0.306
C -1.10306 4.82236 -2.74751 -0.221
C 1.75766 5.31888 -3.65655 -0.234
Si 1.37150 4.14708 -0.42014 -0.055
Te 2.19478 2.02131 -1.40770 0.214
Si 3.23386 5.17072 0.55012 0.298
C 2.78856 6.74748 1.49520 -0.222
C 4.08896 3.98895 1.73610 -0.224
C 4.47167 5.62762 -0.79925 -0.231
Si -0.31682 3.91515 1.19062 0.333
C 0.40212 3.63260 2.90476 -0.214
C -1.47687 2.50701 0.77376 -0.215
C -1.31049 5.52330 1.24843 -0.222
H 0.08342 7.85859 -2.60980 0.021
H 1.38422 7.69393 -1.42437 0.008
H -0.29351 7.43618 -0.93189 0.011
H -1.41104 5.31311 -3.67631 0.027
H -1.87882 4.99194 -1.99762 0.012
H -1.05618 3.74598 -2.93400 0.021
H 1.40269 5.94201 -4.48393 0.022
H 1.81713 4.28227 -3.99324 0.005
H 2.76881 5.63572 -3.39338 0.010
H 2.10731 6.53613 2.32324 0.012
H 2.30999 7.48626 0.84912 0.008
H 3.69370 7.19931 1.91433 0.021
H 3.47405 3.76779 2.61016 0.016
H 5.03657 4.41471 2.08137 0.023
H 4.29694 3.04501 1.22696 0.007
H 4.06924 6.39157 -1.46901 0.010
H 4.71176 4.74534 -1.39728 0.020
H 5.39711 6.01449 -0.36057 0.021
H 0.92301 2.67451 2.96480 0.024
H -0.41084 3.60390 3.63661 0.034
H 1.09863 4.42198 3.19773 0.007
H -0.97135 1.54596 0.89298 -0.040
H -1.90830 2.58215 -0.22768 0.022
H -2.30087 2.45600 1.49067 0.046
H -0.66151 6.38097 1.44660 0.015
H -2.04988 5.46596 2.05326 0.026
H -1.84500 5.70783 0.31400 0.010
```

Results
2S+1: 1
Electronic energy in eV: -184972.1954
Total charge: -2
Frontier orbital gap in eV: 3.947
LUMO level in hartree: 0.1353